The following is a DFT calculation (ωB97M-V with the def2-TZVPD basis set) of 5 unconnected molecules or ions with the total composition C20H55N5O5.

Computed properties:
* LUMO level: 0.0194 Eh
* structure (SMILES): COC[C@H](C)N.COC[C@H](C)N.COC[C@H](C)N.COC[C@H](C)N.COC[C@H](C)N
* largest force on an atom: 0.022 Eh/bohr
* relative energy (zero: lowest compared OMol25 entry of this formula, charge and spin): 20.3 kJ/mol
* calculated total energy: -39317.3904 eV
* HOMO-LUMO gap: 9.4 eV

The geometry in ORCA input format:
```
! RIJCOSX wB97M-V def2-TZVPD def2/J DEFGRID3
* xyz 0 1
H -3.91260 -0.21409 9.26430
N -6.52357 2.64644 -1.14261
H 0.86885 -0.20710 -1.38202
H 2.49952 -0.41562 -4.12143
C 3.54395 -3.64510 0.16648
H 3.71570 -2.69688 -3.72435
C -2.99959 -0.61245 8.82168
C -5.56264 1.54031 -1.01258
C -0.86410 -0.09491 -2.65943
C 2.89833 -3.38039 -3.45579
H 3.16085 -4.35511 -3.87786
H 0.98712 1.16186 0.88011
H -0.91997 0.99696 -2.63396
C 2.83685 -2.43821 0.79056
H -1.82833 -0.58070 -2.78709
H 0.01444 -2.45140 -0.51754
H 0.01339 1.02844 2.34640
H -6.04196 0.72641 -0.45778
H -3.86742 2.79421 -0.64779
H 0.26663 -0.94905 5.01671
H -6.13537 0.77593 -2.88898
H -2.66167 1.12226 5.43551
H 2.12461 -2.71971 1.56198
H 3.77188 5.57974 -4.34382
H -0.58204 -2.50765 4.92744
H -3.21527 1.29031 2.24230
H -3.61895 1.07902 -0.17710
H -0.23922 -0.29775 -3.53345
H 2.42264 3.24688 -3.92942
O 4.19328 3.59453 -4.87970
H 1.47650 2.06495 -5.83441
H 1.97452 -2.99493 -3.88605
H 4.55919 -4.24260 -1.64644
C -1.87379 -0.77901 5.33037
H 1.43711 0.01479 2.13002
O -2.92686 -0.35473 7.45004
H -4.60384 0.10357 -2.37505
H 4.25192 1.10494 -5.01810
H -1.89081 -0.54940 -0.14816
H -3.04990 -1.68892 9.04765
H -6.86303 2.85404 -0.20552
H 2.10997 0.50594 -6.28541
H 4.45961 -2.53493 -1.46194
O -4.73500 2.23826 1.12603
H 5.41710 5.24160 -4.80194
C -0.86648 -0.16216 -0.15680
C 3.24667 1.42625 -4.70449
C 0.58212 0.44893 1.60845
N -1.82868 0.65822 5.10436
C -0.15048 -0.62124 -1.42258
H 3.55792 -1.74648 1.23775
H -0.98122 0.92534 -0.26811
O 2.69202 -3.44277 -2.06431
H 5.44369 -4.46725 0.39735
C -3.63377 2.27161 2.00532
H 2.31062 -1.88420 0.01132
C 3.87040 -3.45545 -1.29741
C -4.33611 1.90592 -0.19051
C 3.40808 2.77217 -4.02078
N -0.11170 -2.08308 -1.45203
N 2.65842 0.50567 -3.73937
C -0.66076 -1.44138 4.71037
N 4.74596 -3.97412 0.93749
H -2.13273 -0.19389 9.34625
H 4.82749 4.69038 -3.23692
H -2.84427 2.92121 1.60272
H -5.97644 3.47883 -1.36485
C -5.19371 1.02120 -2.39676
H -4.66042 1.77080 -2.98333
H 2.84106 -4.47800 0.26832
H -0.95885 -1.03430 7.26715
C 4.55392 4.80827 -4.29316
H -0.70008 -1.36350 3.62072
H -3.96853 2.75250 2.92519
H -2.76697 -1.15304 4.82165
C 2.40767 1.50703 -5.95998
H 3.88517 2.68437 -3.04025
H 0.66457 -2.42063 -2.00595
O -0.18725 -0.55847 1.00725
H 3.19290 0.41840 -2.88646
H 2.97830 1.96655 -6.76487
H -2.18770 -2.21151 6.96142
H 5.16898 -3.14643 1.33364
H -1.01809 1.04759 5.57162
C -1.95968 -1.14408 6.80871
*
```

Results of the Löwdin charge analysis, in e, for atoms 1 through 8:
1. H 0.086
2. N 0.040
3. H 0.123
4. H 0.054
5. C -0.425
6. H 0.085
7. C -0.127
8. C -0.447

The following is a DFT calculation (ωB97M-V with the def2-TZVPD basis set) of a molecular structure, C20H55N5O5.

Computed properties:
* LUMO level: 0.0236 Eh
* largest force on an atom: 0.221 Eh/bohr
* relative energy (zero: lowest compared OMol25 entry of this formula, charge and spin): 3276.9 kJ/mol
* calculated total energy: -39283.6377 eV
* HOMO-LUMO gap: 8.0 eV

The geometry in ORCA input format:
```
! RIJCOSX wB97M-V def2-TZVPD def2/J DEFGRID3
* xyz 0 1
C 2.31984 -2.45292 2.51345
C -3.03763 0.59991 -0.79569
H 0.13192 -0.39610 4.48808
H -1.10973 1.48911 -2.71380
H 0.00096 0.45657 -0.40856
C 3.83973 -2.04213 2.59016
H 2.85259 -6.03794 0.47653
C 0.87575 -0.26603 1.87399
O -2.65234 1.53874 -1.82027
H -4.00895 0.83849 -0.36243
H 4.28173 -2.52033 3.46427
H 0.95220 -1.05951 0.94368
H -4.41538 2.40374 -1.78699
H 0.70707 -1.79547 3.80252
N 1.70717 -1.93029 3.76107
C 1.74455 2.93197 -3.80193
H 1.55080 3.03029 -1.02993
H 3.42626 -0.17233 2.42710
H -1.47983 -1.84621 0.81787
H 1.04764 -1.45963 -1.81290
O -1.28238 -0.23373 -0.60906
C -3.83788 1.81173 -2.49700
H 2.63934 3.15131 -3.21942
H 1.31244 3.87584 -4.13437
H -2.63177 0.98931 -4.52021
C -1.59812 -0.27333 -1.95961
H 1.08314 -5.61062 0.69586
H 1.00823 -4.07419 2.45461
H 1.82529 -1.87513 1.73263
H -3.71741 1.74853 -5.55243
C 0.56852 0.56007 4.19956
C -4.74853 3.46253 -4.19394
H -0.78619 2.60559 -3.83858
H 2.23269 -0.78160 -0.69663
H 1.94192 1.34178 2.73603
N -0.44882 1.74394 -3.43379
N -3.01431 1.86862 -4.83735
H -1.98624 0.70402 -2.24641
H -2.40909 -0.97618 -2.15046
H -1.18765 -2.28478 -0.86041
H 0.46515 3.90170 -1.94269
H -5.02491 4.25088 -3.49378
H 1.18245 0.95281 5.01008
H 1.57271 -0.51370 1.07336
O -0.37317 2.46255 -0.51869
H -4.26724 0.86122 -2.81367
H -2.67356 3.32566 -3.52862
H -5.58014 2.86366 -4.56525
H 2.59152 -4.57045 3.01767
C -0.96738 -1.54115 -0.09451
H 0.40446 -3.83405 0.25041
C 0.60961 2.89072 -1.56169
N 2.82537 -0.31811 3.22571
H 1.97523 2.56279 -4.80122
H 0.28528 -1.14951 2.11663
H 0.76915 1.43948 0.87752
C 1.55109 -1.61657 -0.85895
H -3.05409 -0.38837 -1.25518
H 1.67664 -3.27564 0.99816
O 2.54589 -4.12866 0.95182
H -1.92366 2.62534 4.72904
C -3.50036 2.64086 -3.71720
H -0.76583 -0.54743 -2.60789
C 0.91533 2.04184 -2.83447
C 1.60126 0.34171 3.00417
N 0.68810 -3.10186 0.88566
H 3.90634 -0.96632 2.75231
H 2.17553 -2.50206 -0.97764
H -2.22902 0.62536 -0.06523
H 3.35685 0.18760 3.91989
H 4.36920 -2.34861 1.68805
C 2.07741 -3.95601 2.27858
C 2.06231 -5.30172 0.32992
C -0.11515 1.31546 0.25244
C -1.17680 1.96556 5.17062
H 1.48884 1.17699 -2.50099
C 0.49378 -1.78981 0.27689
H -4.39010 4.12358 -4.98302
H 0.26727 0.45704 1.33085
O -0.44122 1.50886 4.02379
H 1.98753 -0.96017 3.78058
H -0.50570 2.43342 5.89092
H -1.70122 1.08771 5.54808
H -0.97840 0.93461 0.79819
H 2.12616 -5.23085 -0.75589
*
```

Results of the Löwdin charge analysis, in e, for atoms 1 through 8:
1. C -0.307
2. C -0.093
3. H 0.116
4. H 0.002
5. H 0.085
6. C -0.029
7. H 0.098
8. C -0.152

The following is a DFT calculation (ωB97M-V with the def2-TZVPD basis set) of a molecular structure, C20H55N5O7V.

Computed properties:
* LUMO level: -0.1175 Eh
* largest force on an atom: 0.321 Eh/bohr
* calculated total energy: -69079.4611 eV
* HOMO-LUMO gap: 7.4 eV

The geometry in ORCA input format:
```
! RIJCOSX wB97M-V def2-TZVPD def2/J DEFGRID3
* xyz 1 1
H -6.14760 2.73569 -1.92947
H 0.78208 -2.02418 2.60688
H -2.33958 1.83330 -2.95232
H -7.64240 1.95813 -1.48091
H 1.59514 2.30193 3.53402
H 4.29702 -0.08602 3.12089
N -2.07573 -1.99484 0.79486
H -1.69038 3.33177 -1.23797
H -2.85392 -1.47919 -1.79975
C -1.79439 -1.61395 -1.58216
H -0.31884 -2.30649 -0.15430
O -6.06892 0.61567 -2.05525
H -2.53600 -1.11239 0.62304
H -1.63750 1.33720 -1.41588
H -4.74367 1.26854 -3.49355
C 2.62341 -1.75208 5.66955
H 3.29567 4.45890 0.08026
C -1.36896 -2.43748 -0.41545
O 0.81549 0.98080 1.56254
C -1.51636 3.12866 -0.18129
H 0.19721 -1.46935 -1.71968
H -4.52319 -0.33730 -0.09749
H 1.32632 -0.58294 -3.94989
H 2.01109 -2.14090 -3.33645
H 1.94510 -2.43516 -0.58004
H -0.91172 -2.05414 -4.74468
O -1.27659 -2.23277 -2.69782
H 1.54501 0.71260 2.83175
C 1.87630 -1.35061 -0.49571
O -0.97251 0.44271 -0.32827
H -1.45061 -4.21736 -1.51846
N 2.28221 1.29256 -0.23605
H 2.23094 2.54677 1.28282
C 3.47858 3.43789 -0.25467
H -1.94541 0.21510 -2.72727
N 0.71774 0.45905 -1.79821
H 2.22106 1.37700 -1.24065
H 0.82070 3.20657 -1.45556
H 4.83826 0.08341 4.62152
H -4.52865 -0.35541 -2.99794
C 3.24285 -1.52131 4.30353
H -1.39073 -1.83168 1.51891
C 1.56343 -1.82596 1.87319
H 1.33977 1.09013 -2.28289
C 1.77850 -1.10157 -3.10452
C 0.84555 3.14666 -0.36749
H 2.37558 -1.64623 3.65519
H -0.48953 -0.56971 -3.71559
H 2.82286 1.74616 2.39708
O -0.29969 2.41026 0.04594
H 3.84243 -3.43187 3.88776
C 2.17956 2.64007 0.19805
H 4.39250 3.02111 0.16856
H -3.83133 1.80106 -0.92941
H 3.64083 3.46884 -1.33208
N -3.63787 -0.24054 -0.57390
C 1.13161 -0.91067 -1.77334
C -3.67177 0.91093 -1.53794
C 3.88118 -0.08679 4.12845
C -1.11620 -1.44959 -3.86104
H -0.96528 -4.44525 0.11122
H -1.56699 4.09568 0.31913
O 1.13926 -1.02931 0.69422
H 5.01821 -2.53325 4.58071
H 0.66670 4.13619 0.05318
C -6.55924 1.83654 -1.47100
H -0.06735 0.48688 -2.43300
H -3.41386 -1.13517 -0.98568
H -2.00758 -0.90942 -4.18002
H 2.75904 -0.64021 -3.22186
H 2.47347 -1.36812 2.26088
H 2.87269 -0.91374 -0.42896
C 2.22138 1.45365 3.25775
N 4.26728 -2.51575 3.90551
H 3.22375 0.97499 -0.05500
H 2.05213 -0.89629 6.02922
V 0.59698 0.72388 -0.00162
C -4.77019 0.63342 -2.60810
H -2.38595 2.63677 0.25454
C -2.36209 1.06215 -2.18231
H 3.36855 -1.78490 6.46439
H -1.51252 -0.56301 -1.51760
H -2.74743 -4.15040 -0.33144
H -6.41794 1.86687 -0.39063
O 2.90114 1.00020 4.29446
H 1.81265 -2.87560 1.71755
H 1.94362 -2.59160 5.81516
C -1.69633 -3.91619 -0.50012
*
```

Results of the Löwdin charge analysis, in e, for atoms 1 through 8:
1. H 0.088
2. H 0.124
3. H 0.113
4. H 0.085
5. H 0.124
6. H 0.102
7. N 0.063
8. H 0.107